DFT (ωB97M-V with the def2-TZVPD basis set) results for a structure of composition C13H22Cl3IO7S at a distorted geometry.

Its net charge is 0. The value obtained for the frontier orbital gap is 9.8121 eV. For the LUMO energy, the calculation gives -0.011 eV. The calculation puts the molar mass at 555.64 u.

Each line ends with the Mulliken charge.
Geometry (Å):
C: 2.20 -1.93 2.32  -0.56
O: 2.85 -2.36 1.15  -0.34
C: 1.99 -2.89 0.18  -0.50
C: 2.34 -2.49 -1.25  0.36
I: 4.46 -1.92 -1.44  0.10
O: 2.08 -3.62 -2.07  -0.37
S: 1.07 -3.23 -3.27  1.11
O: 1.82 -2.74 -4.37  -0.56
O: 0.13 -4.28 -3.43  -0.57
O: 0.41 -2.04 -2.49  -0.37
C: 1.53 -1.33 -1.86  -0.73
C: 1.04 -0.30 -0.87  -0.10
C: 0.75 1.07 -1.48  -1.05
C: 0.68 2.18 -0.40  -0.59
C: -0.42 3.21 -0.63  -0.86
C: -1.84 2.85 -0.13  -0.69
C: -2.02 1.43 0.37  0.63
O: -3.43 1.06 0.26  -0.42
C: -3.63 -0.04 -0.51  0.72
C: -3.26 -1.35 0.13  -0.81
O: -4.11 0.04 -1.59  -0.55
H: 1.57 -2.72 2.75  0.31
H: 1.57 -1.05 2.14  0.15
H: 2.97 -1.67 3.04  0.28
H: 2.01 -3.99 0.20  0.38
H: 0.97 -2.57 0.39  0.39
H: 2.07 -0.85 -2.66  0.73
H: 0.17 -0.70 -0.35  0.25
H: 1.83 -0.19 -0.12  0.25
H: 1.53 1.30 -2.21  0.69
H: -0.19 1.04 -2.04  0.32
H: 1.64 2.71 -0.43  0.46
H: 0.63 1.72 0.59  0.25
H: -0.46 3.47 -1.69  0.32
H: -0.13 4.13 -0.12  0.43
H: -2.58 3.04 -0.91  0.27
H: -2.11 3.52 0.69  0.19
H: -1.77 1.36 1.42  -0.24
H: -1.44 0.72 -0.22  -0.12
H: -2.49 -1.22 0.89  0.23
H: -4.14 -1.79 0.59  0.33
H: -2.89 -2.02 -0.64  0.27
C: -0.65 2.94 4.15  -0.04
Cl: -0.94 1.19 4.07  -0.14
Cl: 0.55 3.43 2.96  -0.09
Cl: -2.16 3.83 3.92  -0.12
H: -0.27 3.17 5.14  0.39

DFT (ωB97M-V with the def2-TZVPD basis set) results for a cluster of 7 separate species, C24H42IN2O19 in total at a distorted geometry.

The energy above the lowest of the compared OMol25 structures with the same formula, charge and spin comes out at 153.1 kcal/mol. Its net charge is +1. The value obtained for the frontier orbital gap is 7.0468 eV. For the LUMO energy, the calculation gives -5.378 eV. The calculation puts the molar mass at 789.50 u.

Each line ends with the Mulliken charge.
Geometry (Å):
O: -2.20 2.92 3.52  -0.46
C: -2.64 3.41 2.36  0.26
I: -3.96 5.21 2.42  0.14
C: -2.35 2.81 0.86  -0.63
N: -1.10 1.89 0.80  0.84
C: -1.42 0.47 1.13  0.11
C: -0.13 -0.60 1.03  -0.34
C: 1.24 0.17 0.56  -0.15
C: 1.27 1.78 0.28  -0.23
N: 0.02 2.55 0.43  -0.73
H: -2.27 3.71 0.10  0.23
H: -3.28 2.15 0.50  0.42
H: -2.50 0.08 1.45  0.35
H: -0.23 -1.74 1.24  0.38
H: 2.25 -0.44 0.41  0.38
H: 2.26 2.31 -0.08  0.41
C: 3.19 -6.04 -0.45  -0.60
O: 3.24 -6.10 0.97  -0.30
C: 2.76 -4.99 1.60  0.90
O: 2.32 -4.00 1.05  -0.57
O: 2.86 -5.19 2.94  -0.32
C: 2.39 -4.09 3.72  -0.64
H: 3.60 -6.97 -0.84  0.25
H: 2.16 -5.94 -0.80  0.30
H: 3.81 -5.21 -0.82  0.22
H: 1.33 -3.92 3.54  0.27
H: 2.98 -3.19 3.52  0.26
H: 2.52 -4.36 4.78  0.25
C: -2.20 3.72 -2.63  -0.69
O: -3.27 4.66 -2.56  -0.29
C: -4.28 4.43 -3.44  0.74
O: -4.32 3.53 -4.26  -0.53
O: -5.22 5.39 -3.26  -0.29
C: -6.35 5.28 -4.13  -0.59
H: -1.45 4.00 -1.88  0.18
H: -2.55 2.71 -2.41  0.30
H: -1.72 3.76 -3.62  0.40
H: -6.87 4.33 -3.96  0.29
H: -6.04 5.38 -5.17  0.31
H: -7.04 6.09 -3.89  0.19
C: 0.97 -7.80 3.04  -0.30
O: -0.31 -8.12 2.49  -0.33
C: -1.34 -7.45 3.05  0.77
O: -1.26 -6.63 3.96  -0.55
O: -2.49 -7.84 2.44  -0.32
C: -3.66 -7.21 2.93  -0.61
H: 1.72 -8.40 2.52  0.23
H: 1.20 -6.75 2.89  -0.02
H: 1.00 -8.06 4.11  0.33
H: -3.62 -6.13 2.78  0.27
H: -3.81 -7.44 3.99  0.29
H: -4.52 -7.60 2.37  0.23
C: -10.73 5.97 -0.60  -0.60
O: -11.21 7.06 -1.38  -0.31
C: -10.78 7.06 -2.67  0.80
O: -10.03 6.24 -3.18  -0.54
O: -11.31 8.14 -3.29  -0.31
C: -10.94 8.28 -4.66  -0.61
H: -11.14 6.06 0.41  0.23
H: -11.06 5.01 -1.02  0.28
H: -9.63 6.00 -0.53  0.27
H: -11.28 7.42 -5.24  0.28
H: -9.86 8.40 -4.75  0.28
H: -11.42 9.17 -5.05  0.23
C: 5.13 4.57 0.49  -0.60
O: 6.52 4.26 0.47  -0.29
C: 6.80 2.96 0.18  0.78
O: 5.98 2.09 -0.06  -0.57
O: 8.15 2.80 0.19  -0.30
C: 8.58 1.48 -0.11  -0.59
H: 5.03 5.64 0.74  0.25
H: 4.68 4.40 -0.49  0.27
H: 4.62 3.99 1.26  0.26
H: 8.27 1.18 -1.11  0.28
H: 8.21 0.77 0.64  0.28
H: 9.68 1.47 -0.07  0.23
C: 10.30 -4.73 -0.72  -0.62
O: 9.39 -3.97 0.07  -0.32
C: 8.09 -4.25 -0.15  0.72
O: 7.66 -5.07 -0.95  -0.55
O: 7.34 -3.47 0.66  -0.34
C: 5.93 -3.66 0.54  -0.56
H: 11.32 -4.42 -0.46  0.22
H: 10.20 -5.80 -0.51  0.29
H: 10.15 -4.53 -1.79  0.29
H: 5.66 -4.68 0.80  0.28
H: 5.60 -3.41 -0.48  0.33
H: 5.43 -2.98 1.23  0.25